Below is a cluster of 13 separate species, C87H192N8O13 in total, with properties calculated with wB97M-V/def2-TZVPD.

Total charge   0
Maximum force   6.647 eV/Å
E_HOMO   -7.75 eV
Energy above the lowest of the compared OMol25 structures with the same formula, charge and spin   171.57 kcal per mole
DFT total energy   -4845.526404 Eh
LUMO   0.3006 eV
Kohn-Sham gap   8.055 eV

```
300
Properties=species:S:1:pos:R:3:forces:R:3
C 0.360 -1.780 -10.803 -0.6 1.5 0.7
C -0.379 -0.706 -9.827 0.1 -0.3 -1.4
C -1.834 -1.245 -9.570 1.0 1.0 -1.2
C -2.574 -0.305 -8.698 0.8 -0.4 1.5
C -1.794 -0.210 -7.355 -2.8 -0.3 -0.2
C -0.345 0.134 -7.351 1.0 2.3 -0.9
N 0.337 -0.559 -8.548 -6.0 -1.6 2.4
O 1.617 -0.328 -8.669 3.9 0.9 -0.6
C -0.135 1.657 -7.333 0.2 0.9 -0.3
C 0.248 -0.217 -5.992 1.0 -2.6 -0.8
C -0.288 0.636 -10.621 0.2 0.1 0.2
H 1.193 -1.296 -11.313 0.3 -0.1 0.3
H -0.327 -1.991 -11.623 -0.2 -0.3 0.2
H 0.678 -2.701 -10.316 -0.1 0.0 0.1
H -2.468 -1.279 -10.456 0.7 -0.3 -0.8
H -1.813 -2.256 -9.163 0.2 0.0 0.2
H -3.548 -0.774 -8.561 -0.2 0.4 0.5
H -2.724 0.688 -9.123 0.1 -0.1 -0.3
H -1.971 -1.144 -6.824 0.2 -0.3 0.0
H -2.423 0.503 -6.822 0.7 0.4 0.7
H -0.591 2.238 -8.134 0.2 -0.1 -0.2
H -0.476 2.135 -6.414 -0.6 -0.5 0.2
H 0.929 1.866 -7.231 0.2 0.0 -0.8
H -0.347 -0.008 -5.103 -0.2 0.1 -0.4
H 0.359 -1.288 -6.162 -0.1 -0.6 1.0
H 1.286 0.074 -5.828 -0.1 0.6 -0.2
H 0.769 0.884 -10.716 0.2 -0.4 -0.4
H -0.606 1.559 -10.136 -0.8 -0.4 0.3
H -0.744 0.595 -11.610 0.0 -0.1 0.0
H 1.952 -1.213 -8.834 0.8 0.0 0.2
C 4.470 8.001 3.354 0.5 -0.9 -0.2
C 5.144 6.732 2.625 -1.6 1.0 1.3
C 6.449 6.418 3.358 -1.0 0.1 1.3
C 6.987 5.029 3.200 -0.2 -0.4 0.7
C 5.936 3.924 3.444 0.9 0.3 -0.8
C 4.564 4.146 2.778 1.0 1.0 -0.4
N 4.138 5.621 2.940 1.5 -1.4 1.2
O 2.845 5.836 2.404 0.5 0.0 -1.0
C 4.819 3.867 1.294 -1.2 -0.5 -0.9
C 3.681 3.119 3.521 0.3 0.6 -0.2
C 5.500 7.022 1.177 -0.1 -0.8 -0.8
H 4.145 7.783 4.371 0.1 -0.7 0.1
H 3.545 8.318 2.874 0.4 0.3 -0.5
H 5.191 8.799 3.535 0.0 0.3 -0.7
H 7.214 7.172 3.170 -0.1 0.1 -0.3
H 6.211 6.492 4.419 0.0 0.3 0.3
H 7.650 4.890 4.054 0.7 0.0 -0.4
H 7.532 4.939 2.261 0.0 -0.4 0.0
H 5.895 3.591 4.482 -0.3 0.7 0.3
H 6.405 3.057 2.978 -0.4 -0.4 -0.2
H 4.095 4.411 0.686 0.0 0.2 0.0
H 5.813 4.099 0.914 0.0 0.2 0.4
H 4.636 2.829 1.017 0.1 -0.3 0.3
H 4.205 2.165 3.462 -0.1 -0.2 -0.3
H 3.752 3.366 4.581 -0.6 0.2 0.1
H 2.651 2.991 3.188 0.0 0.2 0.0
H 4.642 7.035 0.505 -0.1 0.4 0.1
H 6.135 6.225 0.789 -0.1 -0.3 0.0
H 6.147 7.887 1.030 -0.5 0.4 0.4
H 2.245 5.813 3.154 0.1 0.0 0.3
C -2.272 -4.269 -2.964 0.5 -0.2 0.3
C -2.834 -5.727 -2.800 -3.2 1.6 0.6
C -4.023 -5.934 -3.873 1.0 1.3 -0.2
C -4.395 -7.364 -4.184 0.3 0.4 -0.3
C -3.183 -8.046 -4.739 2.0 0.3 1.8
C -2.023 -7.964 -3.679 2.0 -0.5 -0.7
N -1.793 -6.598 -3.114 -1.2 -2.3 -2.2
O -0.730 -6.600 -2.206 0.1 0.4 -0.3
C -2.222 -9.027 -2.622 -0.5 -1.0 1.9
C -0.683 -8.260 -4.483 -0.7 -0.7 -0.4
C -3.504 -5.919 -1.393 -0.2 0.2 0.1
H -1.606 -4.255 -3.827 -0.2 -0.1 -0.3
H -1.614 -3.998 -2.138 0.0 -0.2 0.3
H -2.934 -3.409 -3.059 -0.6 -0.4 0.0
H -4.894 -5.323 -3.637 0.0 -0.1 0.8
H -3.688 -5.409 -4.768 0.3 -0.3 -0.4
H -5.130 -7.468 -4.982 -0.7 0.4 0.5
H -4.722 -7.786 -3.233 -0.3 -0.6 -0.3
H -2.732 -7.524 -5.583 -0.7 -0.1 -0.5
H -3.341 -9.108 -4.929 0.1 0.1 -0.3
H -3.251 -9.246 -2.338 -0.5 0.6 -0.3
H -1.892 -10.055 -2.771 0.6 0.1 -1.0
H -1.776 -8.813 -1.650 0.3 0.6 -0.1
H -0.587 -7.602 -5.346 0.0 0.5 0.2
H 0.274 -8.297 -3.964 -0.3 0.3 0.5
H -0.753 -9.240 -4.955 -0.3 -0.3 0.1
H -4.468 -5.414 -1.337 0.0 0.4 -0.3
H -2.961 -5.518 -0.537 0.5 -0.1 -0.2
H -3.778 -6.944 -1.142 0.4 -0.3 -0.3
H -0.180 -6.188 -2.877 1.7 0.1 0.8
C 2.306 6.523 -1.534 -0.9 -0.9 -0.3
C 1.145 5.420 -1.614 1.4 0.4 0.0
C -0.076 5.979 -0.955 -0.5 2.7 -1.2
C -0.850 6.871 -1.965 -2.0 -1.4 -0.5
C -1.264 5.886 -3.082 1.2 -0.4 -0.3
C 0.023 5.451 -3.920 -0.9 2.3 0.9
N 0.905 4.842 -2.952 -3.1 0.5 1.7
O 2.021 4.366 -3.533 2.1 -0.9 -0.8
C -0.472 4.441 -4.938 -0.3 -0.1 1.0
C 0.732 6.702 -4.606 -0.7 -0.7 0.0
C 1.591 4.296 -0.707 1.0 -0.6 0.0
H 3.126 6.090 -2.107 0.4 0.3 0.4
H 2.480 6.686 -0.471 0.6 -0.4 0.0
H 2.120 7.533 -1.899 -0.5 -0.2 -0.5
H -0.692 5.223 -0.468 -0.2 0.2 -0.2
H 0.213 6.767 -0.259 0.4 -0.7 0.8
H -0.394 7.770 -2.379 0.7 -0.3 0.3
H -1.735 7.247 -1.452 -0.2 0.0 0.0
H -2.106 6.038 -3.757 0.2 1.1 -0.2
H -1.628 4.996 -2.569 0.3 -0.4 0.2
H 0.372 3.859 -5.307 -0.4 0.1 -0.6
H -1.182 3.809 -4.405 0.3 -0.6 0.2
H -1.163 4.901 -5.645 0.8 0.2 -0.7
H 0.047 7.545 -4.703 -0.2 -0.1 -0.3
H 1.589 7.109 -4.070 0.0 -0.4 0.2
H 1.066 6.378 -5.592 0.1 0.3 -0.1
H 2.520 3.831 -1.038 0.4 0.3 0.0
H 0.929 3.430 -0.674 -0.7 0.4 0.1
H 1.758 4.741 0.274 0.0 -0.4 0.2
H 1.855 3.422 -3.471 0.6 -0.3 -0.3
C -4.088 2.256 2.218 -0.9 0.0 0.3
C -3.955 2.562 3.743 0.9 1.1 -1.5
C -3.019 1.549 4.461 -1.6 -0.8 -0.7
C -1.599 1.615 4.163 2.6 2.7 0.0
C -1.134 3.146 4.330 -0.3 -2.1 -1.0
C -2.001 4.238 3.608 0.9 -2.2 1.2
N -3.392 3.917 3.946 0.9 1.9 1.3
O -4.174 5.100 3.537 -0.2 -1.8 -0.4
C -1.508 5.520 4.270 -0.2 1.6 -0.7
C -1.674 4.263 2.129 0.3 0.6 -0.8
C -5.290 2.483 4.395 -1.1 -0.1 0.3
H -4.448 3.155 1.716 0.7 0.4 -0.1
H -4.941 1.621 1.980 0.0 -0.7 0.5
H -3.210 1.813 1.749 0.0 0.3 0.1
H -3.168 1.576 5.540 -0.3 0.1 0.0
H -3.261 0.559 4.074 -1.0 -0.2 0.4
H -1.235 1.179 3.233 -0.5 0.2 -0.4
H -1.043 1.037 4.901 0.1 0.0 0.2
H -0.137 3.178 3.891 0.3 0.4 0.4
H -1.123 3.274 5.412 0.1 0.5 -0.1
H -1.514 5.570 5.359 -0.4 -0.3 -0.1
H -0.522 5.862 3.955 0.7 -1.1 0.0
H -1.982 6.402 3.841 -1.0 0.1 0.3
H -2.220 5.044 1.601 -0.2 0.2 0.1
H -0.622 4.525 2.018 0.2 -0.1 -0.1
H -1.846 3.358 1.545 0.0 -0.2 0.5
H -5.548 1.429 4.285 -0.4 -0.1 0.7
H -6.126 3.053 3.988 0.3 0.2 -0.8
H -5.266 2.859 5.418 0.3 -0.6 0.3
H -4.094 5.655 4.316 -0.1 -0.1 0.2
C 5.743 0.640 6.022 -0.1 1.6 0.6
C 6.052 -0.600 5.257 1.3 -1.3 0.7
C 6.611 -1.627 6.320 1.3 0.4 -1.3
C 5.593 -2.380 7.074 -0.4 0.2 1.8
C 4.486 -2.950 6.222 0.3 -0.9 1.1
C 3.826 -1.940 5.288 -1.3 -0.4 1.2
N 4.835 -1.198 4.645 4.0 -1.7 1.0
O 4.370 -0.502 3.627 -1.3 2.9 -2.6
C 3.039 -2.758 4.247 0.1 0.3 0.2
C 2.788 -0.997 6.029 -0.1 -0.8 0.1
C 7.232 -0.284 4.200 -1.8 0.3 0.3
H 6.605 1.016 6.573 0.4 0.0 -0.3
H 5.024 0.511 6.831 -0.4 -0.3 -0.3
H 5.418 1.453 5.372 -0.3 0.0 0.0
H 7.329 -2.311 5.867 -0.4 -0.5 -0.8
H 7.324 -1.199 7.024 -0.3 1.0 0.1
H 5.223 -1.802 7.921 -0.7 0.8 -0.3
H 6.139 -3.065 7.723 -0.1 -1.0 -0.6
H 3.768 -3.446 6.875 -0.5 0.4 0.1
H 4.910 -3.829 5.736 0.1 0.3 -0.9
H 3.684 -3.498 3.773 0.1 0.0 0.0
H 2.260 -3.285 4.798 -0.2 0.0 -0.3
H 2.624 -2.100 3.484 -0.3 -0.1 0.1
H 3.061 -0.618 7.014 0.7 0.1 -0.1
H 2.500 -0.165 5.387 0.1 0.0 0.0
H 1.880 -1.548 6.270 -0.2 -0.2 -0.3
H 7.528 -1.132 3.582 0.1 -0.2 0.4
H 8.074 0.227 4.666 0.1 -0.6 0.4
H 6.900 0.481 3.497 -0.4 0.0 -0.2
H 4.738 -0.874 2.822 0.1 -0.2 -0.2
C -3.791 1.603 -3.699 0.4 -1.1 0.8
C -4.544 1.198 -2.393 0.4 1.5 0.9
C -5.949 1.812 -2.337 -1.4 -1.7 -2.8
C -7.042 0.992 -3.262 0.7 0.8 2.5
C -7.126 -0.496 -2.795 1.5 1.9 -0.7
C -5.652 -1.118 -2.772 -1.3 -0.9 0.0
N -4.646 -0.231 -2.146 -2.1 0.8 0.4
O -3.495 -0.829 -1.660 0.6 -0.3 -0.5
C -5.810 -2.436 -1.955 1.0 0.6 -1.0
C -5.265 -1.497 -4.241 0.1 1.1 0.7
C -3.824 1.954 -1.184 0.4 -1.1 -0.7
H -4.316 1.288 -4.601 -0.2 0.6 0.0
H -2.869 1.022 -3.697 0.2 -0.2 0.0
H -3.452 2.639 -3.686 -0.5 0.1 -0.2
H -6.343 1.886 -1.323 0.1 0.1 -0.1
H -5.921 2.759 -2.878 0.2 0.4 0.7
H -6.904 1.227 -4.317 0.4 -0.6 -0.1
H -7.966 1.507 -2.998 -0.3 -0.1 -0.1
H -7.823 -1.007 -3.459 0.4 -0.5 -0.1
H -7.605 -0.509 -1.815 0.4 0.0 0.2
H -6.236 -2.294 -0.962 -0.2 0.0 -0.2
H -6.390 -3.078 -2.618 -0.4 -0.2 0.5
H -4.829 -2.902 -1.858 0.0 -0.1 0.2
H -6.099 -1.834 -4.857 0.0 -0.6 0.3
H -4.954 -0.570 -4.724 0.3 -0.1 -0.1
H -4.414 -2.177 -4.195 -0.1 -0.1 -0.4
H -3.954 3.031 -1.298 -0.4 -0.1 0.1
H -2.745 1.809 -1.127 0.2 -0.2 -0.5
H -4.157 1.590 -0.212 -0.6 0.2 -0.2
H -3.547 -0.679 -0.713 0.1 -0.2 0.3
C -3.039 -3.311 4.007 1.2 -0.3 0.9
C -4.350 -3.579 3.306 1.3 -1.0 -2.4
C -4.792 -5.111 3.483 0.4 0.0 1.5
C -5.185 -5.450 5.009 0.2 0.3 -1.6
C -6.358 -4.558 5.253 -0.1 0.4 -0.2
C -6.072 -3.044 5.035 -1.7 -0.4 -0.1
N -5.402 -2.746 3.791 -0.9 -0.8 -1.4
O -5.208 -1.345 3.591 0.5 -0.7 0.4
C -7.512 -2.500 4.791 1.0 1.2 0.7
C -5.339 -2.518 6.253 -0.1 0.7 0.4
C -4.012 -3.338 1.676 -1.3 0.0 1.5
H -2.922 -3.901 4.916 0.0 -0.5 -0.1
H -2.891 -2.315 4.425 -0.4 0.4 -0.6
H -2.198 -3.515 3.345 0.1 -0.1 0.2
H -5.641 -5.392 2.860 -0.4 0.6 0.1
H -4.052 -5.822 3.116 0.7 0.5 0.1
H -4.402 -5.313 5.755 0.3 0.2 -0.3
H -5.532 -6.475 5.141 0.2 -0.2 -0.4
H -6.788 -4.677 6.247 0.1 0.1 0.2
H -7.145 -4.886 4.574 -0.1 0.1 -0.2
H -7.917 -2.995 3.908 -0.4 -0.5 0.6
H -8.039 -2.527 5.745 -0.6 -0.4 -0.3
H -7.501 -1.453 4.489 0.2 0.3 0.3
H -5.279 -1.431 6.210 0.2 0.1 -0.1
H -5.849 -2.753 7.187 -0.2 -0.1 0.0
H -4.329 -2.921 6.336 0.0 0.0 -0.1
H -3.350 -4.077 1.224 0.1 -0.2 0.6
H -3.577 -2.361 1.463 0.1 0.1 0.5
H -4.921 -3.386 1.077 -0.3 0.0 0.2
H -5.925 -1.144 2.984 0.0 0.2 -0.2
C -0.260 -0.025 0.515 0.6 0.8 0.0
C 1.114 -0.068 1.191 0.4 -0.7 -0.6
C 2.079 1.026 0.806 -0.9 0.5 -1.6
O 1.124 -0.103 2.572 -0.8 -0.4 1.8
H -0.964 -0.810 0.791 0.3 -0.1 0.4
H 0.017 -0.197 -0.525 -0.5 0.2 -0.3
H -0.723 0.953 0.644 -0.2 0.1 -0.1
H 1.476 -1.022 0.809 0.7 -0.3 0.1
H 1.963 1.142 -0.271 0.6 0.1 -0.3
H 3.121 0.858 1.079 -0.1 -0.3 0.0
H 1.752 1.988 1.200 0.0 0.1 0.3
H 1.772 0.538 2.872 0.0 -0.1 0.3
C 6.792 -0.972 -1.763 0.2 -0.9 -0.1
C 7.597 -1.842 -0.775 -0.2 -0.5 1.3
C 6.925 -2.157 0.583 -1.1 -0.2 -1.0
O 7.907 -3.166 -1.279 -0.2 0.9 0.0
H 6.304 -0.083 -1.364 0.2 -0.1 0.4
H 6.037 -1.609 -2.223 -0.3 0.0 0.1
H 7.426 -0.642 -2.586 0.2 0.0 0.0
H 8.499 -1.319 -0.458 0.5 0.1 -0.6
H 6.118 -2.872 0.421 -0.2 -0.2 -0.3
H 6.405 -1.277 0.961 0.5 0.2 0.4
H 7.573 -2.675 1.289 0.3 0.6 0.0
H 8.183 -3.114 -2.197 0.1 0.1 -0.1
C 2.257 -2.661 -4.080 -0.7 -1.3 0.1
C 1.852 -4.090 -4.517 1.1 -0.8 -0.7
C 2.523 -4.553 -5.886 0.0 0.2 1.0
O 2.239 -5.058 -3.512 0.2 -0.2 -1.0
H 2.272 -1.959 -4.914 0.1 0.0 0.2
H 3.209 -2.771 -3.561 0.2 0.3 -0.3
H 1.521 -2.365 -3.332 0.1 0.4 0.0
H 0.772 -4.224 -4.571 -0.2 0.5 -0.6
H 2.555 -5.640 -5.959 -0.6 0.0 0.0
H 3.579 -4.308 -5.994 0.2 0.5 0.6
H 2.078 -4.098 -6.771 -0.5 -0.1 0.1
H 2.073 -4.718 -2.630 0.1 0.4 0.3
C 0.663 -4.386 0.169 1.2 0.0 0.9
C 2.200 -4.053 0.224 -0.3 -1.4 1.4
C 3.032 -5.214 0.854 -0.5 0.0 -1.2
O 2.694 -3.822 -1.071 -0.2 0.5 -0.2
H -0.004 -3.524 0.194 0.2 0.2 -0.4
H 0.435 -4.914 1.095 0.0 -0.1 0.2
H 0.387 -5.088 -0.618 0.2 0.2 -0.2
H 2.430 -3.240 0.912 -0.6 0.7 -0.3
H 4.096 -4.985 0.915 0.1 0.5 0.2
H 3.006 -6.000 0.099 -0.3 -0.6 0.4
H 2.671 -5.521 1.836 0.0 -0.1 -0.2
H 3.652 -3.830 -1.008 0.2 0.0 -0.2
C 2.576 4.888 6.877 -0.8 0.1 -0.4
C 1.385 3.942 7.110 1.5 -1.6 0.4
C 1.571 2.426 6.683 0.0 0.7 -0.9
O 1.263 3.821 8.508 -1.1 0.5 1.3
H 2.581 5.378 5.904 0.4 -0.6 -0.4
H 3.489 4.348 7.129 0.2 0.2 -0.3
H 2.480 5.761 7.524 -0.1 -0.2 0.5
H 0.455 4.378 6.745 0.0 -0.2 -0.1
H 1.759 2.250 5.624 -0.4 0.2 -0.3
H 0.726 1.826 7.021 -0.3 0.3 -0.2
H 2.421 1.908 7.127 0.4 0.6 0.5
H 2.113 3.617 8.905 0.1 0.0 -0.2
```
Positions in Å, forces in eV/Å.